# 1
The following is a DFT calculation (the ωB97M-V functional and the def2-TZVPD basis) of a structure of composition C21H36BI2N2O4S in a non-equilibrium geometry.

Cartesian coordinates (Å):
B1 -2.071 0.467 -3.613
H1 -0.626 2.118 -1.560
H2 -2.809 2.284 -4.146
C1 -3.646 -2.320 -1.394
H3 3.195 0.354 6.495
O1 0.586 0.490 6.810
H4 2.550 1.595 1.889
H5 -2.107 4.037 0.056
C2 2.387 0.609 1.261
C3 -0.190 -2.115 -2.433
N1 -0.872 0.422 -4.558
H6 2.480 -0.350 1.952
H7 0.990 3.623 5.553
C4 3.584 2.182 5.392
H8 0.418 3.106 0.080
H9 -2.772 2.433 0.797
I1 -3.863 -2.013 -4.497
I2 -5.086 -3.965 -1.848
H10 0.402 1.238 2.398
C5 2.734 -3.160 -5.543
C6 -3.097 -1.415 -2.482
H11 -2.292 3.029 -2.061
C7 2.935 3.127 6.402
C8 -2.595 0.793 -1.281
C9 -3.205 -2.184 0.170
C10 1.173 -4.939 -3.843
C11 0.938 -2.099 -3.669
O2 -3.193 1.357 -4.084
H12 3.306 0.540 0.503
H13 -2.033 -2.286 0.364
C12 0.023 1.199 1.268
H14 3.423 2.560 4.376
C13 -1.888 2.877 0.173
H15 -3.729 1.026 -1.550
H16 -0.916 0.500 1.268
C14 0.067 -5.029 -2.621
H17 -0.214 -6.119 -2.227
H18 -2.572 0.481 -0.154
H19 -3.683 -3.090 0.783
C15 -0.587 -3.661 -1.935
O3 0.570 1.315 4.410
H20 3.222 4.168 6.225
H21 1.278 -1.018 -4.030
H22 4.663 2.094 5.553
H23 3.248 -4.152 -5.888
H24 -1.334 -3.841 -1.054
C16 2.882 0.844 5.568
H25 -1.048 1.116 -5.345
O4 1.142 0.663 0.476
H26 -0.812 -0.748 -0.578
H27 3.528 -2.423 -5.040
S1 1.159 1.270 5.732
C17 1.422 2.945 6.294
C18 -0.767 -0.737 -1.771
C19 1.595 -3.436 -4.349
H28 2.274 -2.526 -6.443
N2 -2.125 -0.279 -2.252
H29 3.021 0.171 4.721
H30 1.686 -5.878 -4.334
H31 0.043 0.104 -2.024
H32 3.267 2.863 7.414
C20 -0.407 2.746 0.864
C21 -1.772 2.214 -1.359
H33 -0.907 -0.513 -5.034
H34 0.930 3.086 7.260
H35 -3.657 -1.209 0.689
H36 -0.248 3.459 1.807

Forces on the atoms, in the same order (eV/Å):
-0.1 2.4 -4.2
-2.3 0.0 0.1
-0.8 -1.6 -0.1
2.4 3.2 -1.9
-0.2 0.0 -0.1
-0.1 0.3 -0.8
-0.5 -2.0 -1.1
0.4 -2.5 0.2
1.5 0.0 -0.2
1.9 -4.4 -2.1
-2.7 -0.2 0.1
-0.6 2.0 -1.3
0.0 -0.2 0.1
0.2 0.1 -0.2
-1.9 -0.7 1.6
1.8 0.6 -1.1
1.3 1.2 1.4
1.5 1.6 0.7
-1.2 -0.2 -2.5
-0.5 0.9 1.2
-3.3 -4.5 3.4
1.2 -2.2 1.2
0.3 0.2 0.2
-2.1 2.4 1.2
-0.6 -0.8 0.9
-1.8 4.3 1.9
-1.2 -2.3 1.6
3.1 -0.5 2.2
-2.2 0.2 1.5
-2.6 0.5 -0.7
0.2 0.9 2.1
0.0 -0.1 0.1
1.0 1.1 -0.5
2.5 -0.6 0.5
1.8 1.0 -0.3
1.4 3.2 -1.4
0.5 2.9 -0.8
0.2 0.0 -2.5
1.0 2.0 -1.5
2.4 0.1 -2.6
-0.2 -0.1 0.2
-0.1 -0.2 0.1
-0.7 -2.7 0.7
-0.2 0.0 -0.1
-1.1 2.0 0.6
1.6 0.4 -1.9
0.5 -0.2 -0.1
0.2 -1.2 1.4
-0.1 0.5 1.5
0.1 -0.4 -2.8
-1.6 -1.8 -1.1
0.0 -0.4 0.9
-0.1 0.7 0.2
3.6 -0.9 0.9
-2.0 -0.1 2.1
0.9 -1.8 1.9
-0.7 -0.4 -0.6
-0.2 0.0 0.1
-1.3 2.1 1.2
-2.0 -1.9 0.5
-0.1 0.0 -0.2
0.9 0.0 -0.1
-0.7 0.8 1.3
0.6 0.9 0.8
-0.1 -0.1 -0.3
1.1 -2.1 -1.4
-0.7 -1.7 -2.0

* total charge: +1
* largest force on an atom: 6.540 eV Å⁻¹
* LUMO: -0.1219 hartree
* HOMO-LUMO gap: 7.5 eV
* calculated total energy: -2249.9472 hartree

=====

# 2
The following is a DFT calculation (the ωB97M-V functional and the def2-TZVPD basis) of a cluster of 6 separate species, C21H36BrN5O8 in total in a non-equilibrium geometry.

Cartesian coordinates (Å):
C1 0.925 -0.019 0.529
H1 5.700 1.282 -0.981
H2 -5.689 0.301 0.652
H3 6.221 -2.338 -8.685
H4 -6.799 5.335 6.936
N1 5.240 -1.761 -5.756
C2 5.394 -2.612 -8.033
C3 4.827 1.672 -1.502
H5 5.647 -3.536 -7.515
H6 5.157 2.338 -2.297
C4 0.699 -2.175 1.529
N2 -4.101 2.164 1.296
C5 -3.847 1.370 0.222
H7 -7.575 3.963 7.744
N3 -4.939 2.849 6.441
H8 1.557 0.709 0.044
Br1 -3.302 0.449 4.885
C6 -0.417 0.238 0.779
C7 -1.214 -0.710 1.405
C8 -2.024 -1.015 4.869
C9 -0.876 -3.578 3.752
O1 -0.871 -0.778 4.888
H9 2.187 0.274 -5.799
C10 1.500 -1.231 0.893
H10 -2.255 -0.502 1.608
H11 4.218 2.238 -0.799
H12 2.711 3.695 -7.771
N4 3.828 0.484 -3.369
O2 -2.636 -2.168 4.805
C11 4.015 0.513 -2.027
O3 4.830 -0.355 -7.465
H13 5.485 -2.671 -5.415
H14 0.054 -3.506 6.102
H15 0.109 -3.175 3.959
H16 -2.437 -4.158 5.044
H17 -1.340 -4.089 6.952
C12 -1.446 -2.973 2.473
C13 2.990 1.959 -6.577
H18 4.507 -2.782 -8.640
H19 -5.918 4.420 8.171
O4 -2.851 1.525 -0.460
H20 -4.368 3.008 7.249
O5 3.549 -0.346 -1.296
C14 -1.766 -3.311 4.980
N5 2.311 0.795 -6.648
H21 -4.373 -0.678 -0.018
H22 3.281 -0.276 -3.737
H23 2.537 -1.463 0.724
O6 3.440 2.370 -5.517
H24 -0.754 -4.650 3.606
C15 -6.155 3.426 6.253
H25 1.944 0.422 -7.501
C16 -6.634 4.344 7.353
H26 1.142 -3.116 1.828
H27 -4.909 2.060 1.883
H28 4.188 1.181 -4.009
O7 -6.811 3.208 5.251
O8 -2.507 -3.349 2.047
H29 -5.266 0.442 -1.063
C17 -4.866 0.292 -0.062
H30 -3.434 2.885 1.510
H31 -0.846 1.189 0.505
H32 -1.022 -2.331 6.801
H33 2.699 2.193 -8.712
C18 -0.993 -3.293 6.304
H34 5.089 -1.019 -5.092
C19 -0.649 -1.921 1.780
H35 -4.602 2.231 5.719
C20 5.126 -1.471 -7.081
C21 3.161 2.709 -7.872
H36 4.225 2.820 -8.070

Forces on the atoms, in the same order (eV/Å):
0.3 -0.2 0.0
0.0 0.0 0.1
0.0 0.0 0.0
0.0 0.0 -0.1
-0.1 0.0 0.0
-0.1 0.1 0.0
0.0 -0.1 0.2
0.0 0.1 -0.2
0.0 0.0 0.0
0.0 0.0 0.0
0.2 0.3 0.0
0.1 0.0 0.0
-0.1 0.1 0.1
0.0 0.0 -0.1
0.0 0.0 -0.1
-0.1 0.2 -0.1
0.0 -0.5 -0.2
0.2 0.1 0.1
0.3 -0.1 -0.2
-0.2 0.6 -0.3
0.4 0.7 0.1
0.7 0.0 0.1
-0.1 0.0 0.0
-0.7 -0.3 0.4
-0.1 0.0 0.0
0.0 0.0 0.1
0.1 0.0 0.0
0.4 -0.2 0.0
-0.3 0.1 0.3
0.0 -0.1 -0.1
0.1 -0.1 -0.1
0.0 0.0 -0.1
0.2 0.1 0.0
0.1 0.2 -0.1
-0.6 0.3 -0.2
-0.2 0.1 0.3
0.2 -0.1 -0.1
0.1 -0.1 0.0
0.0 0.1 -0.1
0.0 0.0 0.0
-0.1 0.0 -0.1
0.0 0.0 0.0
0.1 0.1 0.0
0.3 -1.3 0.0
-0.4 0.1 0.2
0.0 0.0 -0.1
-0.1 0.0 0.1
0.1 0.2 -0.2
0.1 0.1 -0.1
-0.2 -0.1 0.1
0.0 0.0 -0.1
0.1 0.0 -0.1
0.2 0.0 0.1
0.0 -0.1 0.1
0.0 -0.1 0.0
-0.4 0.1 0.1
0.0 0.0 0.0
-0.6 -0.1 0.0
0.1 0.0 0.0
-0.1 0.1 0.2
0.0 0.0 0.0
0.0 0.0 -0.1
-0.1 0.0 0.2
0.0 0.0 0.0
0.3 -0.1 -0.4
0.1 0.0 0.0
0.3 -0.2 0.2
-0.1 0.2 0.3
0.1 0.0 0.1
-0.1 -0.1 -0.1
0.0 0.0 0.0

* largest force on an atom: 1.335 eV Å⁻¹
* LUMO: 0.0207 hartree
* SMILES string: C[C@H](CC(=O)c1ccccc1)OC(=O)Br.CC(N)=O.CC(N)=O.CC(N)=O.CC(N)=O.CC(N)=O
* HOMO-LUMO gap: 9.5 eV
* calculated total energy: -4271.6326 hartree

=====

# 3
The following is a DFT calculation (the ωB97M-V functional and the def2-TZVPD basis) of a structure of composition C21H36CdCl6F2O22S in a non-equilibrium geometry.

Cartesian coordinates (Å):
H1 0.850 10.866 -19.219
C1 -3.501 9.103 -18.094
O1 0.142 7.826 -18.382
O2 0.242 8.142 -16.042
O3 0.358 9.915 -17.573
O4 -6.364 7.109 -23.774
F1 -5.236 8.168 -16.819
H2 -1.633 10.944 -24.434
Cl1 -6.331 4.014 -20.329
H3 -3.359 8.996 -29.681
O5 -8.288 8.306 -23.369
O6 -5.049 10.402 -17.155
O7 -5.950 12.623 -20.878
F2 1.644 8.508 -19.806
Cl2 -3.606 5.294 -17.333
H4 -9.765 6.302 -26.112
H5 -5.223 9.295 -24.332
C2 -1.091 5.457 -21.983
H6 -6.628 6.254 -21.076
H7 -0.323 8.548 -20.303
O8 -0.258 6.068 -25.283
H8 -4.684 9.639 -28.885
C3 -0.651 6.407 -26.599
H9 -0.310 5.217 -21.261
C4 -7.549 7.387 -24.045
C5 -1.151 6.194 -24.264
H10 -6.820 9.349 -22.379
H11 -3.320 9.615 -19.039
O9 -2.351 6.365 -24.324
H12 -4.224 10.838 -24.621
H13 -2.517 10.310 -23.040
Cl3 -0.155 9.994 -22.872
O10 -4.033 8.428 -22.846
C6 -7.245 12.703 -20.828
H14 -1.665 4.539 -22.105
O11 -8.043 11.916 -21.458
O12 -2.922 9.823 -17.056
C7 -1.626 10.857 -23.347
C8 -6.675 5.740 -20.116
S1 -3.918 7.861 -21.519
O13 -3.524 8.323 -27.746
C9 -5.279 11.440 -21.269
C10 0.233 8.601 -17.239
Cl4 -8.302 6.061 -19.522
C11 -5.016 9.122 -17.704
H15 -8.752 15.085 -19.064
Cd1 -4.330 6.735 -23.793
C12 -9.491 7.184 -25.534
H16 -5.727 10.529 -20.873
H17 -7.701 8.226 -21.381
H18 -9.440 8.081 -26.152
H19 -0.860 10.485 -19.010
Cl5 -1.882 3.640 -19.046
C13 -2.531 5.268 -18.780
H20 -5.901 10.609 -25.214
H21 -4.243 11.450 -20.932
C14 -3.644 9.370 -28.698
O14 -4.408 7.507 -25.731
O15 -4.584 9.672 -26.325
C15 -4.193 8.419 -26.539
H22 -9.385 14.500 -20.602
C16 0.362 8.691 -19.467
H23 -3.110 5.557 -19.657
O16 -4.020 6.439 -21.904
H24 -10.246 7.295 -24.756
C17 -7.812 8.931 -22.204
O17 -2.635 8.196 -20.964
O18 -5.026 8.217 -20.624
C18 -4.953 10.119 -24.993
H25 -3.120 10.280 -28.406
H26 -1.672 5.915 -18.602
H27 -0.127 5.734 -27.278
O19 -3.604 11.565 -15.801
C19 -3.849 10.680 -16.596
H28 -0.344 7.442 -26.752
H29 -1.777 6.208 -21.591
Cl6 -1.685 12.518 -22.695
H30 -5.975 6.253 -19.457
C20 0.149 10.077 -18.947
H31 -5.734 9.085 -18.524
C21 -8.841 14.207 -19.704
H32 -8.631 9.632 -22.045
O20 -0.433 5.874 -23.164
O21 -8.185 6.811 -25.066
H33 -1.718 6.440 -26.816
O22 -7.514 13.819 -20.142
H34 -9.370 13.379 -19.232
H35 -5.339 11.432 -22.358
H36 -3.105 8.089 -18.154

Forces on the atoms, in the same order (eV/Å):
0.1 -0.4 -0.8
-1.3 -1.4 -1.4
-0.6 1.1 1.1
-0.1 2.2 -6.2
0.1 -1.7 2.4
-5.0 0.9 -0.3
-0.8 -0.9 1.5
0.2 0.0 0.1
0.0 0.4 0.2
0.7 -0.2 0.4
0.1 -2.5 -2.6
-0.8 0.7 1.3
1.2 0.5 1.2
1.3 -0.1 -0.8
0.4 0.1 -0.6
-0.1 0.3 -0.3
0.7 0.2 -0.1
-0.6 -0.2 0.9
0.3 -0.4 0.0
0.2 -0.9 0.0
-1.4 0.1 1.1
-0.2 0.0 0.5
-0.1 1.0 -0.6
0.1 0.3 -0.1
0.7 0.8 0.7
1.7 -1.6 0.6
-0.3 0.4 0.0
-0.2 -0.1 -0.1
2.9 -0.1 -0.9
0.1 -0.4 0.0
0.3 -0.1 0.3
-0.2 0.1 0.0
0.2 6.3 -0.6
-3.2 -2.2 -2.7
0.0 0.0 -0.5
2.5 3.1 3.0
0.3 0.7 0.9
-0.2 0.1 -0.4
0.3 0.6 -0.6
-0.7 0.2 3.0
-1.0 -1.1 2.0
-0.4 -0.7 -0.9
0.3 -1.5 5.1
-0.5 -0.1 0.3
2.2 0.9 -2.6
0.3 -0.4 0.1
-1.3 -4.8 -5.1
-0.1 -0.5 0.1
-0.2 0.2 0.0
-0.2 0.0 0.0
0.1 -0.1 0.1
-0.2 -0.4 -0.7
0.0 -0.1 -0.1
-0.1 -0.1 0.3
0.1 0.5 0.3
-0.1 0.5 0.0
-0.9 0.6 -0.6
0.9 1.9 -4.3
0.9 -0.1 -0.1
-0.1 0.3 0.3
-0.2 0.0 0.1
-1.1 0.3 -0.9
0.0 0.0 0.2
0.6 -3.1 5.1
0.4 0.2 0.3
0.3 0.2 0.5
1.4 0.2 0.9
0.2 0.3 -0.2
-1.7 -0.2 -0.9
0.2 -0.2 0.0
-0.3 0.0 0.0
-0.1 0.1 0.1
-0.8 -1.4 -1.5
1.2 1.6 1.8
0.4 0.0 -0.3
0.3 0.1 -0.1
0.0 -0.3 0.0
0.0 -0.6 0.0
-0.2 1.3 0.9
0.2 -0.2 0.1
0.1 -0.5 -1.4
0.7 0.3 0.5
-0.3 0.5 -1.3
0.8 0.4 0.9
-0.1 -0.6 0.5
-0.4 0.0 0.7
0.2 0.1 0.1
0.3 -0.4 -0.1
0.0 0.2 0.1

* total charge: -1
* largest force on an atom: 7.103 eV Å⁻¹
* <S²>: 0.751
* spin multiplicity: 2
* LUMO (alpha / beta): 0.0771 / 0.0739 hartree
* HOMO-LUMO gap (alpha / beta): 2.4 / 9.3 eV
* calculated total energy: -6003.8521 hartree

=====

What is the formula in the second record?
C21H36BrN5O8

=====

Among the records above, which one has the lowest calculated total energy?
C21H36CdCl6F2O22S